Entry 1:
Entry from the Open Molecules 2025 dataset: a structure of composition C27H46BrN3OP2Ru at a distorted geometry (the ωB97M-V functional and the def2-TZVPD basis).

Structure (XYZ):
```
81
Properties=species:S:1:pos:R:3:forces:R:3
N 0.32892 1.56745 -7.77328 0.437 -0.539 4.844
C 1.50227 1.23439 -7.21512 1.077 0.038 -1.636
C 1.67991 1.13956 -5.83433 -0.855 0.099 0.079
C 0.57418 1.31577 -4.95329 -0.113 0.500 -0.681
C -0.66147 1.69711 -5.56352 1.015 -0.406 -0.572
C -0.72135 1.77571 -6.96792 -1.396 0.505 -1.197
C 0.75019 1.06393 -3.54393 0.322 0.113 -1.076
Ru 0.81997 0.95955 -0.96622 2.907 -0.948 1.458
P -1.60006 -2.28186 3.50359 0.909 -0.068 -1.565
C -0.29101 0.79619 -2.59307 -0.713 -0.291 -0.208
C -0.29442 -0.54652 -1.89408 -0.117 -0.835 -1.209
C -1.49281 -1.19309 -1.44411 0.343 -0.879 -0.082
C -1.50375 -2.55373 -1.10341 -0.385 0.576 -0.522
C -0.35929 -3.37272 -1.29056 0.922 1.794 0.597
C 0.82133 -2.72772 -1.72896 -0.177 0.724 0.096
C 0.88245 -1.34722 -2.02557 -1.297 -2.111 -0.469
Br -0.29504 -5.14779 -0.74646 -0.213 0.204 -0.407
H 1.79017 1.00485 -3.17388 -0.309 -0.210 -0.646
H -1.24327 1.30070 -2.76018 -0.069 -0.403 -0.062
H 2.65938 0.87263 -5.43508 -0.189 0.070 -0.415
H -1.55098 1.94401 -4.98160 0.183 -0.166 -0.440
H 2.34039 1.05463 -7.89263 -0.119 0.015 0.113
H -1.65730 2.02385 -7.48092 0.154 0.034 0.260
H -2.41132 -0.61996 -1.53793 -0.075 -0.199 0.430
H 1.72525 -1.02388 -2.62609 0.189 0.154 0.507
H -2.42421 -3.04729 -0.78657 0.107 0.291 -0.163
H 1.70356 -3.31354 -1.88105 0.366 -0.288 -0.057
P -0.66484 2.12176 0.01748 -0.224 0.404 0.718
C -0.88849 -3.72968 2.63377 0.216 -0.349 0.731
C -1.52201 -5.05646 3.07920 -0.079 -0.248 0.016
H 0.18857 -3.72835 2.86565 -0.285 -0.005 0.027
H -0.98744 -3.58579 1.55049 -0.162 0.240 0.235
H -1.01525 -5.88645 2.57513 -0.116 0.141 0.167
H -1.41934 -5.19161 4.16301 0.017 -0.055 -0.290
H -2.58847 -5.11754 2.83151 0.211 0.068 0.019
C -2.81408 -1.52351 2.39468 -0.046 0.220 0.292
C -4.21403 -1.65335 2.98151 -0.490 0.098 0.009
H -2.71918 -2.01082 1.42034 -0.027 -0.129 0.142
H -2.52603 -0.47440 2.26737 -0.077 -0.141 0.168
H -4.95587 -1.36009 2.24427 -0.115 0.002 -0.018
H -4.43326 -2.67458 3.29124 -0.032 -0.030 -0.080
H -4.34084 -1.01352 3.85414 0.029 -0.006 0.007
C -0.25476 -1.14647 3.92321 -0.162 0.280 0.627
C 0.27091 -1.49960 5.33352 0.106 -0.099 0.187
H -0.64281 -0.11723 3.90048 -0.031 -0.299 0.068
H 0.52075 -1.24190 3.15261 -0.097 -0.060 0.026
H 0.84705 -0.66454 5.75177 -0.117 -0.301 -0.139
H -0.57376 -1.70580 6.01032 0.402 0.151 -0.113
H 0.91133 -2.39360 5.30318 -0.201 0.302 0.061
C 0.36751 2.05524 1.52681 -0.168 -0.070 -0.005
C 0.43672 3.43318 2.16686 0.258 0.237 0.514
H 1.37320 1.63954 1.28836 -0.448 0.285 0.224
H -0.11983 1.30822 2.17228 0.172 0.210 -0.092
H 1.05661 4.10569 1.55771 -0.192 -0.087 0.322
H -0.56309 3.87810 2.27537 0.307 -0.069 0.077
H 0.88194 3.34297 3.16729 -0.119 0.245 -0.272
C -2.30715 1.64473 0.55232 -0.128 -0.276 0.044
C -3.52263 2.23481 -0.16273 -0.156 -0.084 0.128
H -2.28828 1.90889 1.62240 -0.293 -0.050 -0.227
H -2.30926 0.54223 0.48281 -0.042 0.410 0.155
H -3.54620 3.33459 -0.09044 -0.089 -0.476 -0.062
H -3.56633 1.92837 -1.22113 -0.032 0.179 0.367
H -4.40102 1.81746 0.35587 0.129 0.393 -0.403
C -0.56320 3.72452 -0.79258 -0.725 -0.229 0.293
C 0.84257 3.85347 -1.38071 -0.201 0.855 0.458
H -0.78502 4.49589 -0.05995 -0.066 0.303 -0.076
H -1.37826 3.73942 -1.53368 0.338 0.117 0.058
H 0.78604 4.43955 -2.30611 0.399 -0.321 0.139
H 1.49925 4.36768 -0.65995 -0.089 -0.249 -0.479
H 1.28301 2.85925 -1.59733 0.319 0.324 -0.369
C 4.99417 -1.76661 0.35312 0.365 -0.420 -0.202
N 4.90256 -0.56589 1.15211 -1.086 0.806 -0.010
C 3.88633 0.33100 1.09012 1.332 -0.201 0.807
N 3.99156 1.32538 2.02671 -0.394 -0.255 -0.508
O 2.93259 0.23854 0.28215 -0.946 0.348 -0.549
H 4.06129 -1.93987 -0.19091 0.172 0.140 0.204
H 5.19552 -2.61559 1.01372 -0.095 0.075 -0.197
H 5.82111 -1.68834 -0.36169 -0.202 -0.048 0.082
H 5.58043 -0.41700 1.88847 0.001 -0.215 -0.261
H 3.34686 2.10148 1.99664 0.426 -0.095 0.044
H 4.86115 1.42165 2.53740 -0.372 0.263 -0.041
```
Forces are in eV/Å.

Its spin multiplicity is 5. The orbital gap (spin up / spin down) comes out at 6.11 / 4.58 eV. The charge is +4. Its expectation value of S² is 6.091. As for the max |F|: 4.89 eV/A. The calculation puts the HOMO energy (spin up / spin down) at -18.929 / -18.922 eV.

Entry 2:
Entry from the Open Molecules 2025 dataset: the molecule C17H16N2O3S4 at a distorted geometry (the ωB97M-V functional and the def2-TZVPD basis).

Structure (XYZ):
```
42
Properties=species:S:1:pos:R:3:forces:R:3
O 0.17993 -0.24338 -0.49479 -0.684 0.095 -0.734
C 1.22795 -0.74469 -0.85528 0.019 0.826 2.295
N 1.54436 -2.01929 -0.42705 1.144 0.022 -1.061
C 0.61370 -2.81008 0.35181 -0.040 0.006 0.027
S 1.48986 -4.31543 0.94567 -0.041 0.054 -0.472
C 0.19986 -5.02574 2.00698 0.461 0.075 -0.351
O -1.06944 -4.68321 1.47825 0.069 0.057 0.843
C -1.92988 -4.48718 2.52531 -0.271 0.439 1.530
C -3.29785 -4.40053 2.35794 0.679 0.186 0.294
C -4.09871 -4.18768 3.48937 0.579 -0.627 -0.273
C -3.53576 -4.11493 4.75478 0.019 0.174 0.123
C -2.15235 -4.11957 4.93304 0.643 -0.443 -0.358
C -1.33995 -4.32074 3.81711 -1.565 -0.065 -0.639
S 0.38288 -4.39905 3.74161 0.272 -0.065 -0.554
N 2.24439 0.04708 -1.37837 -0.657 -0.995 0.207
C 1.99022 1.41094 -1.77465 -0.030 0.329 0.189
S 3.34236 1.85125 -2.91784 0.245 0.664 -0.587
C 2.88746 3.56528 -3.50407 -0.077 -0.828 0.375
O 2.77625 4.42067 -2.36758 -0.494 0.222 -0.246
C 1.54630 5.01399 -2.30782 -1.862 -0.261 -0.970
C 1.11560 5.92042 -1.35953 0.978 0.359 0.648
C -0.13827 6.52736 -1.37332 -0.134 -0.785 -0.900
C -1.04939 6.13548 -2.36695 0.057 0.827 0.526
C -0.66015 5.22919 -3.35297 0.948 -0.196 0.762
C 0.62942 4.64954 -3.30751 -0.785 0.722 -0.111
S 1.29959 3.51047 -4.47962 0.439 0.507 0.865
H 2.51718 -2.29639 -0.49926 -0.404 -0.125 0.131
H 0.17761 -2.23641 1.15221 0.305 0.306 0.708
H -0.25324 -3.09443 -0.21744 -0.087 -0.367 -0.597
H 0.26336 -6.12627 2.01327 0.366 0.394 -0.051
H -3.65803 -4.50011 1.34893 -0.452 -0.013 -0.077
H -5.16102 -4.21782 3.36335 -0.432 0.160 0.058
H -4.16770 -4.09046 5.63304 -0.074 0.210 -0.071
H -1.67372 -4.05818 5.92066 -0.448 0.043 -0.446
H 2.96290 -0.43173 -1.84732 1.002 -0.523 -0.631
H 2.05553 2.05593 -0.90192 -0.086 0.128 0.017
H 1.00070 1.49579 -2.20678 -0.121 0.175 -0.320
H 3.67699 3.99141 -4.14581 -0.101 -0.749 0.301
H 1.84009 6.17881 -0.61011 0.155 0.250 0.376
H -0.40026 7.30861 -0.66223 0.127 -0.360 -0.034
H -2.03812 6.63088 -2.33756 0.599 -0.587 -0.411
H -1.34061 4.98022 -4.13754 -0.262 -0.243 -0.380
```
Forces are in eV/Å.

The orbital gap comes out at 8.52 eV. As for the max |F|: 2.44 eV/A. The calculation puts the HOMO energy at -8.107 eV.